Density functional theory data (ωB97M-V/def2-TZVPD) for a cluster of 2 separate species, C4H3NOS in total in a non-equilibrium geometry.

calculated total energy: -682.2815 Eh
orbital gap: 8.269 eV
highest occupied orbital energy: -8.654 eV

```
! RIJCOSX wB97M-V def2-TZVPD def2/J DEFGRID3
* xyz 0 1
C -0.66 0.22 -0.66
C -1.16 1.58 -0.61
C -0.21 -0.53 -1.68
C 1.64 -1.40 0.21
N 2.24 -0.41 0.21
O 0.33 -1.14 -2.48
S -1.09 2.72 -1.78
H -0.28 -0.31 0.35
H -1.50 1.95 0.45
H 2.96 0.28 -0.05
*
```